(1)
Density functional theory data (ωB97M-V/def2-TZVPD) for a single C3H8ClP molecule at a distorted geometry.

SMILES string: C=P(C)(C)Cl
E_HOMO (eV): -8.24
LUMO level (eV): 0.33
ΔE to the lowest compared entry with this formula, charge and spin (kJ/mol): 137.50
M (g mol⁻¹): 110.5

```
13
Properties=species:S:1:pos:R:3:forces:R:3
C 0.657 -1.758 -0.128 -2.3 0.5 0.9
P -0.423 -0.261 0.263 2.8 -2.2 -2.1
C -0.619 0.438 -1.474 3.5 0.6 2.7
C 0.668 0.863 1.180 -0.7 1.3 -0.9
Cl -2.256 0.383 1.040 -0.4 -0.3 0.4
H 1.167 -2.245 0.702 0.2 0.7 0.7
H 0.144 -2.684 -0.502 -0.1 1.1 -0.6
H -0.009 -0.316 -2.009 -0.5 1.1 -0.3
H -1.604 0.555 -1.699 -2.8 -0.1 -1.0
H -0.203 1.507 -1.344 -0.2 -1.7 -0.8
H 0.030 1.752 1.256 0.2 0.0 0.5
H 0.959 0.541 2.166 0.2 -0.3 0.1
H 1.489 1.224 0.549 0.1 -0.7 0.3
```
Positions in Å, forces in eV/Å.

Atom-resolved charges from natural (NBO), all expressed in e:
1. C -0.94
2. P 1.26
3. C -0.91
4. C -0.96
5. Cl -0.33
6. H 0.20
7. H 0.20
8. H 0.27
9. H 0.23
10. H 0.23
11. H 0.24
12. H 0.26
13. H 0.25

(2)
Density functional theory data (ωB97M-V/def2-TZVPD) for a molecular structure, C50H67BiCl2N8O2.

E_HOMO (eV): -5.56
LUMO level (eV): -0.34
ΔE to the lowest compared entry with this formula, charge and spin (kJ/mol): 0.00
M (g mol⁻¹): 1092.0

```
130
Properties=species:S:1:pos:R:3:forces:R:3
Bi -0.307 -0.076 -0.278 0.3 0.3 0.0
C -5.508 2.163 -1.643 0.0 0.0 0.0
C -5.681 0.641 -1.727 0.0 0.0 0.0
C -4.359 -0.044 -1.873 0.0 0.1 0.0
C -3.752 -0.470 -3.012 0.0 0.0 0.0
C -4.329 -0.498 -4.393 0.0 -0.1 0.0
C -5.084 -1.801 -4.677 0.0 0.0 0.0
C -2.430 -0.929 -2.649 0.1 -0.2 0.0
N -2.263 -0.758 -1.272 -0.1 0.2 -0.1
C -3.424 -0.267 -0.784 0.0 -0.3 0.1
C -3.714 -0.145 0.582 0.0 0.2 0.0
C -2.849 -0.536 1.609 0.1 -0.1 0.0
C -3.228 -0.674 3.004 0.0 0.1 0.1
C -4.612 -0.448 3.527 0.0 -0.1 -0.1
C -5.534 -1.650 3.297 0.0 0.0 0.0
C -2.120 -1.076 3.684 0.0 0.0 0.0
C -1.038 -1.175 2.730 0.0 0.1 0.0
C 0.251 -1.491 3.020 0.0 0.0 0.0
C 1.344 -1.592 2.128 0.0 -0.1 0.0
N 1.265 -1.324 0.777 0.0 0.1 0.1
C 2.495 -1.536 0.254 0.1 -0.1 0.0
C 2.797 -1.216 -1.180 -0.1 0.0 0.0
C 1.762 -1.780 -2.108 0.0 0.1 0.0
N 0.484 -1.349 -2.042 -0.1 -0.2 0.0
C -0.187 -1.885 -3.125 0.1 0.2 -0.1
C -1.518 -1.527 -3.463 0.0 0.0 0.0
C 0.704 -2.666 -3.871 -0.1 -0.1 0.1
C 1.943 -2.614 -3.212 0.1 0.1 0.0
C 3.209 -3.316 -3.606 0.0 0.0 0.0
C 3.368 -4.668 -2.906 0.0 0.0 0.0
C 0.389 -3.411 -5.134 0.0 0.1 0.0
C 0.568 -2.548 -6.387 0.0 0.0 0.0
C 3.377 -1.979 1.243 0.0 0.0 -0.1
C 2.643 -2.013 2.439 0.0 0.1 0.0
C 3.130 -2.412 3.799 0.0 -0.1 0.0
C 2.714 -3.830 4.203 0.0 0.0 0.0
C 4.822 -2.344 1.058 -0.1 0.0 0.0
C 5.059 -3.853 0.970 0.0 0.0 0.0
N -1.535 -0.840 1.465 -0.1 -0.1 0.1
C -2.015 -1.440 5.131 0.0 0.0 0.0
C -2.083 -2.956 5.350 0.0 0.0 0.0
H -6.454 2.664 -1.430 0.0 0.0 0.0
H -5.113 2.553 -2.583 0.0 0.0 0.0
H -4.797 2.417 -0.854 0.0 0.0 0.0
H -6.327 0.391 -2.571 0.0 0.0 0.0
H -6.191 0.286 -0.828 0.0 0.0 0.0
H -3.530 -0.370 -5.126 0.0 0.0 0.0
H -5.006 0.350 -4.518 0.0 0.0 0.0
H -4.410 -2.657 -4.625 0.0 0.0 0.0
H -5.540 -1.783 -5.668 0.0 0.0 0.0
H -5.872 -1.956 -3.938 0.0 0.0 0.0
H -4.721 0.135 0.859 0.0 0.0 0.0
H -5.043 0.434 3.045 0.0 0.0 0.0
H -4.564 -0.226 4.595 0.0 0.0 0.0
H -6.552 -1.436 3.628 0.0 0.0 0.0
H -5.174 -2.520 3.846 0.0 0.0 0.0
H -5.565 -1.913 2.239 0.0 0.0 0.0
H 0.471 -1.701 4.061 0.0 0.0 0.0
H 3.753 -1.681 -1.423 0.0 0.0 0.0
H -1.837 -1.756 -4.475 0.0 0.0 0.0
H 4.071 -2.684 -3.375 0.0 0.0 0.0
H 3.222 -3.466 -4.689 0.0 0.0 0.0
H 2.582 -5.358 -3.219 0.0 0.0 0.0
H 3.283 -4.547 -1.825 0.0 0.0 0.0
H 4.334 -5.125 -3.128 0.0 0.0 0.0
H -0.635 -3.790 -5.095 0.0 0.0 0.0
H 1.038 -4.287 -5.208 0.0 0.0 0.0
H -0.128 -1.707 -6.382 0.0 0.0 0.0
H 0.395 -3.127 -7.297 0.0 0.0 0.0
H 1.579 -2.139 -6.429 0.0 0.0 0.0
H 2.752 -1.705 4.543 0.0 0.0 0.0
H 4.219 -2.331 3.825 0.0 0.0 0.0
H 1.628 -3.934 4.180 0.0 0.0 0.0
H 3.061 -4.071 5.210 0.0 0.0 0.0
H 3.126 -4.570 3.516 0.0 0.0 0.0
H 5.407 -1.935 1.887 0.0 0.0 0.0
H 5.207 -1.864 0.155 0.0 0.0 0.0
H 4.735 -4.349 1.886 0.0 0.0 0.0
H 6.115 -4.083 0.815 0.0 0.0 0.0
H 4.489 -4.282 0.145 0.0 0.0 0.0
H -2.820 -0.957 5.687 0.0 0.0 0.0
H -1.077 -1.057 5.541 0.0 0.0 0.0
H -2.034 -3.201 6.411 0.0 0.0 0.0
H -1.257 -3.456 4.842 0.0 0.0 0.0
H -3.012 -3.360 4.947 0.0 0.0 0.0
N -1.522 2.274 1.107 0.0 -0.2 -0.1
C -0.746 2.386 2.340 0.0 0.0 0.0
C -1.317 3.375 3.376 -0.1 0.0 0.0
C -1.924 4.680 2.839 0.0 0.1 0.2
C -0.932 5.806 2.557 -0.1 -0.1 0.0
N 0.115 5.411 1.623 0.3 -0.3 0.2
C -0.018 5.333 0.318 0.1 -0.1 -0.2
N 0.905 4.686 -0.411 -0.1 0.1 0.1
N -1.070 5.897 -0.309 0.1 0.0 0.0
C 0.757 2.597 2.009 0.1 0.2 0.3
O 1.444 3.294 2.799 -0.3 0.1 -0.2
O 1.173 2.088 0.944 0.0 0.0 -0.3
H -1.622 3.157 0.623 0.0 0.0 0.0
H -2.448 1.891 1.276 0.0 0.1 0.0
H -0.779 1.396 2.808 0.0 0.0 0.0
H -0.528 3.596 4.098 0.0 0.0 0.0
H -2.110 2.856 3.921 0.0 0.0 0.0
H -2.616 5.066 3.593 0.0 0.0 0.0
H -2.533 4.490 1.951 0.0 0.0 0.0
H -0.430 6.096 3.480 0.1 0.0 0.0
H -1.447 6.698 2.194 0.0 0.0 0.0
H 0.834 4.786 2.050 -0.1 0.1 0.0
H 1.399 3.914 0.043 0.0 -0.1 0.1
H 0.683 4.506 -1.378 0.0 0.0 0.0
H -1.652 6.551 0.182 0.0 0.0 0.0
H -1.091 5.924 -1.313 0.0 0.0 0.0
C 2.957 0.331 -1.399 0.0 -0.1 0.0
C 4.397 0.741 -1.525 0.0 0.1 0.1
C 5.159 0.980 -0.382 0.0 0.0 0.0
C 6.499 1.322 -0.483 0.0 0.0 0.0
C 7.099 1.434 -1.731 0.0 0.0 0.0
C 6.350 1.199 -2.874 0.0 0.0 0.0
C 5.009 0.855 -2.770 0.0 -0.1 0.0
H 2.517 0.869 -0.555 0.0 0.0 0.0
H 2.409 0.610 -2.303 0.0 0.0 0.0
H 4.685 0.901 0.591 0.0 0.0 0.0
H 7.076 1.505 0.415 0.0 0.0 0.0
H 8.143 1.709 -1.811 0.0 0.0 0.0
H 6.810 1.284 -3.851 0.0 0.0 0.0
H 4.429 0.663 -3.667 0.0 0.0 0.0
Cl -1.936 2.354 -5.314 0.0 0.0 0.0
C -0.526 2.756 -4.333 0.0 -0.1 -0.1
Cl -0.852 2.572 -2.600 0.0 0.1 0.1
H -0.260 3.788 -4.524 0.0 0.0 0.0
H 0.281 2.080 -4.590 0.0 0.0 0.0
```
Positions in Å, forces in eV/Å.

Results of the Löwdin charge analysis, in e, for atoms 1 through 99:
1. Bi 1.90
2. C -0.09
3. C -0.19
4. C -0.14
5. C -0.14
6. C -0.21
7. C -0.08
8. C -0.27
9. N -0.07
10. C -0.26
11. C -0.02
12. C -0.28
13. C -0.14
14. C -0.20
15. C -0.08
16. C -0.14
17. C -0.26
18. C 0.05
19. C -0.25
20. N -0.06
21. C -0.21
22. C -0.17
23. C -0.23
24. N -0.06
25. C -0.25
26. C 0.05
27. C -0.15
28. C -0.14
29. C -0.20
30. C -0.09
31. C -0.20
32. C -0.09
33. C -0.14
34. C -0.14
35. C -0.19
36. C -0.09
37. C -0.20
38. C -0.08
39. N -0.06
40. C -0.19
41. C -0.08
42. H 0.07
43. H 0.07
44. H 0.06
45. H 0.10
46. H 0.11
47. H 0.09
48. H 0.11
49. H 0.07
50. H 0.07
51. H 0.07
52. H 0.09
53. H 0.10
54. H 0.10
55. H 0.07
56. H 0.07
57. H 0.07
58. H 0.11
59. H 0.13
60. H 0.11
61. H 0.10
62. H 0.10
63. H 0.07
64. H 0.06
65. H 0.07
66. H 0.11
67. H 0.10
68. H 0.06
69. H 0.07
70. H 0.07
71. H 0.11
72. H 0.10
73. H 0.06
74. H 0.07
75. H 0.06
76. H 0.11
77. H 0.09
78. H 0.06
79. H 0.07
80. H 0.06
81. H 0.10
82. H 0.11
83. H 0.07
84. H 0.07
85. H 0.07
86. N 0.02
87. C -0.29
88. C -0.13
89. C -0.18
90. C -0.16
91. N 0.11
92. C -0.45
93. N 0.21
94. N 0.21
95. C -0.66
96. O -0.04
97. O -0.14
98. H 0.05
99. H 0.06

(3)
Density functional theory data (ωB97M-V/def2-TZVPD) for a molecular structure, C22H39BeCl2N4O4 at a distorted geometry.

E_HOMO (eV): -4.32
LUMO level (eV): 2.76
Total charge: -1
M (g mol⁻¹): 503.5

```
72
Properties=species:S:1:pos:R:3:forces:R:3
O -2.355 1.413 -0.295 -0.5 0.8 0.4
C -1.972 2.598 -0.768 0.5 -2.2 -0.6
C -2.910 2.941 -1.905 0.1 0.8 -0.1
C -3.312 1.958 -2.808 -0.3 -0.2 -0.3
H -2.814 0.980 -2.771 -0.4 0.5 0.1
C -4.340 2.216 -3.721 0.4 0.3 0.3
H -4.672 1.409 -4.377 0.0 0.3 0.1
C -4.922 3.490 -3.769 0.0 0.2 0.2
H -5.720 3.702 -4.488 0.3 0.0 0.3
C -4.490 4.497 -2.886 0.1 -0.4 -0.1
H -4.929 5.493 -2.907 0.0 -0.2 -0.1
C -3.492 4.211 -1.948 0.0 -0.4 -0.4
H -3.132 4.940 -1.222 -0.3 0.1 -0.2
H -1.986 3.430 -0.013 0.7 -0.2 -0.6
C 0.618 3.265 -0.319 1.3 -1.0 0.2
C -0.205 2.347 -1.276 -2.1 5.7 0.0
H 1.228 4.069 -0.787 -0.5 -0.5 -0.2
H 1.323 2.588 0.204 -0.4 0.9 -0.2
H 0.015 3.788 0.447 0.0 -0.5 -0.4
C 0.021 2.512 -2.609 0.0 0.3 -0.6
C 1.325 2.952 -3.249 0.3 0.0 0.8
H -0.759 2.291 -3.358 0.2 -0.3 0.6
H 1.283 3.945 -3.736 -0.4 -0.3 0.2
H 1.603 2.226 -4.022 0.0 0.1 0.1
H 2.128 2.991 -2.485 -0.4 -0.1 -0.5
Be -0.308 0.572 -0.984 -0.3 -1.5 0.6
Cl -1.171 -0.514 -2.347 -0.2 -0.7 -1.2
Cl 1.657 0.369 -1.157 0.9 -0.8 0.1
H -5.178 -0.925 0.597 0.0 0.0 0.3
H -4.061 -2.637 -0.085 0.0 -0.2 0.0
C -4.353 -0.214 0.527 0.3 -0.2 0.2
C -3.040 -2.268 -0.031 0.3 0.4 -0.6
N -3.094 -0.961 0.607 0.4 -0.1 0.4
H -4.393 0.508 1.352 -0.1 -0.1 -0.3
C -1.958 -0.271 0.908 0.1 1.0 -0.3
O -0.806 -0.474 0.437 -1.0 -0.3 1.4
H -2.428 -2.954 0.562 0.0 0.1 -0.1
H -2.158 0.482 1.720 0.4 -0.6 -0.6
H -4.437 0.316 -0.431 0.2 0.0 0.3
H -2.631 -2.177 -1.041 0.0 -0.2 0.1
H 2.477 0.882 5.443 0.1 -0.1 0.0
H 0.164 0.989 5.905 -0.2 0.1 -0.2
C 2.407 1.403 4.489 -0.2 0.2 0.0
C -0.012 1.592 5.004 0.2 0.0 -0.1
N 1.034 1.315 4.034 -0.1 0.1 0.4
H 3.049 0.938 3.744 0.0 0.0 0.1
C 0.791 1.486 2.711 1.6 0.5 -1.7
O 1.686 1.725 1.884 -1.6 -0.8 2.1
H -0.983 1.339 4.564 0.2 0.1 0.2
H -0.281 1.386 2.446 0.3 0.1 -0.1
H 2.711 2.451 4.635 0.0 -0.2 -0.1
H -0.018 2.659 5.306 0.0 -0.4 -0.1
C 0.569 -3.857 1.300 -0.8 -0.2 0.6
N 1.831 -3.890 0.600 -0.3 0.2 -0.1
C 2.357 -5.203 0.305 -0.2 -0.2 0.0
C 2.598 -2.758 0.822 -0.3 1.4 1.4
O 2.268 -1.920 1.704 0.5 -1.7 -1.6
N 3.707 -2.549 0.056 0.0 -0.3 0.4
C 4.190 -3.360 -1.029 -0.6 -0.3 -0.4
C 4.332 -1.268 0.228 -0.2 1.6 0.2
H -0.025 -4.750 1.009 0.3 0.6 0.1
H 0.010 -2.946 1.038 0.3 -0.3 0.1
H 0.715 -3.869 2.404 -0.2 0.0 -0.5
H 2.571 -5.325 -0.757 0.1 -0.2 0.1
H 3.256 -5.424 0.890 0.0 -0.1 0.0
H 1.579 -5.939 0.567 0.4 0.3 -0.1
H 3.362 -3.674 -1.692 0.5 0.3 0.1
H 4.917 -2.773 -1.594 -0.3 -0.2 0.0
H 4.695 -4.251 -0.654 0.1 -0.2 -0.1
H 3.673 -0.482 -0.225 0.6 -0.5 0.5
H 4.435 -1.030 1.306 0.1 -0.1 -0.7
H 5.294 -1.253 -0.300 -0.1 -0.1 0.4
```
Positions in Å, forces in eV/Å.

Atom-resolved charges from Löwdin, all expressed in e:
1. O -0.27
2. C -0.30
3. C -0.19
4. C -0.07
5. H 0.01
6. C -0.09
7. H 0.10
8. C -0.12
9. H 0.09
10. C -0.11
11. H 0.09
12. C -0.05
13. H 0.10
14. H 0.12
15. C -0.11
16. C -0.34
17. H 0.07
18. H 0.01
19. H 0.07
20. C -0.14
21. C -0.10
22. H 0.10
23. H 0.08
24. H 0.08
25. H 0.06
26. Be -0.42
27. Cl 0.30
28. Cl 0.34
29. H 0.07
30. H 0.07
31. C -0.05
32. C -0.06
33. N -0.17
34. H 0.09
35. C -0.31
36. O -0.10
37. H 0.08
38. H 0.13
39. H 0.09
40. H 0.03
41. H 0.08
42. H 0.08
43. C -0.06
44. C -0.07
45. N -0.20
46. H 0.09
47. C -0.28
48. O -0.02
49. H 0.08
50. H 0.13
51. H 0.09
52. H 0.09
53. C -0.08
54. N -0.14
55. C -0.08
56. C -0.48
57. O 0.01
58. N -0.14
59. C -0.07
60. C -0.09
61. H 0.08
62. H 0.07
63. H 0.09
64. H 0.06
65. H 0.09
66. H 0.08
67. H 0.09
68. H 0.08
69. H 0.07
70. H 0.00
71. H 0.09
72. H 0.08

(4)
Density functional theory data (ωB97M-V/def2-TZVPD) for a molecular structure, C2H2N3O2 at a distorted geometry.

E_HOMO (eV): -4.97
LUMO level (eV): 3.82
Total charge: -1
ΔE to the lowest compared entry with this formula, charge and spin (kJ/mol): 148.40
M (g mol⁻¹): 100.1

```
9
Properties=species:S:1:pos:R:3:forces:R:3
C 0.765 -1.774 -0.916 0.6 -0.7 1.3
C -2.474 0.725 1.762 -0.6 -0.5 -0.1
N 0.263 -0.548 -0.206 -0.3 0.7 -1.7
N 1.662 -1.295 -0.146 -0.3 0.8 -0.2
N -1.500 0.160 1.440 1.4 0.1 -0.3
O -3.524 1.159 2.099 -0.9 0.9 0.5
O 0.437 -2.674 -1.659 -0.6 0.5 -0.3
H 0.240 0.220 -0.898 0.7 -0.3 0.2
H -0.566 -0.047 0.640 -0.1 -1.5 0.7
```
Positions in Å, forces in eV/Å.

Atom-resolved charges from natural (NBO), all expressed in e:
1. C 0.70
2. C 0.75
3. N -0.64
4. N -0.44
5. N -0.79
6. O -0.66
7. O -0.68
8. H 0.32
9. H 0.44

Which value of M does entry 1 give?
110.5 g mol⁻¹

What is the M in the second record?
1092.0 g mol⁻¹

Number 1 is which compound?
C3H8ClP

Which of these has the highest E_HOMO?
C22H39BeCl2N4O4